Record 1
Molecular formula: CH3INOP
Method: DFT, ωB97M-V/def2-TZVPD

Its orbital gap (alpha / beta) is 6.9 / 7.6 eV. As for the HOMO energy (alpha / beta): -8.33 / -8.95 eV. The strongest force on any atom is 1.627 eV Å⁻¹. The LUMO energy (alpha / beta) is -1.5 / -1.3 eV.

Atoms and positions in Å:
1 N -0.700374 -0.179493 0.387745
2 O 1.660506 0.136031 -1.975457
3 H -1.606485 -0.473518 0.057932
4 I 0.407343 -2.430397 -1.890086
5 C 0.796842 -0.430733 -1.464656
6 P -0.684817 0.774828 1.681326
7 H 0.676375 0.470234 1.940065
8 H -0.549390 2.133048 1.263131

Atomic forces in eV per Å
N -0.207 -1.200 -0.868
O -0.077 0.843 0.501
H -0.143 0.207 -0.805
I -0.536 -1.529 -0.143
C -0.071 0.666 0.191
P 1.127 0.242 0.384
H -0.054 0.789 0.621
H -0.039 -0.017 0.119

Record 2
Molecular formula: C4H8N2O
Method: DFT, ωB97M-V/def2-TZVPD

Its orbital gap is 10.9 eV. As for the HOMO energy: -10.43 eV. The strongest force on any atom is 5.241 eV Å⁻¹. The LUMO energy is 0.5 eV.

Atoms and positions in Å:
1 C -0.576326 -0.813605 -0.280524
2 H 0.623083 1.558156 -1.228576
3 N -1.798858 -0.314708 0.349273
4 H -0.608710 -0.491151 -1.474822
5 O 0.619874 -0.160507 1.677239
6 C 0.552713 1.445512 -0.140954
7 H -1.670976 -0.151326 -0.794088
8 N 2.703890 -1.200822 -0.785706
9 C 0.609542 -0.029062 0.281520
10 H -0.482237 -1.890133 -0.321672
11 C 1.807731 -0.677291 -0.278537
12 H -0.317669 -0.053570 1.925342
13 H -2.462796 -1.078722 0.539034
14 H -0.387372 1.883547 0.210213
15 H 1.388113 1.973675 0.322256

Atomic forces in eV per Å
C 1.865 -0.407 -2.208
H 0.002 -0.062 0.172
N -0.389 0.487 -2.681
H 1.056 -1.064 1.845
O -0.240 -0.054 0.137
C 0.046 0.035 0.026
H -4.115 1.071 3.064
N -0.769 0.461 0.425
C 0.287 -0.140 -0.245
H 0.424 -0.231 0.322
C 1.101 -0.381 -0.317
H 0.162 0.037 0.042
H 0.504 0.398 -0.491
H 0.164 -0.114 -0.038
H -0.099 -0.038 -0.051